1.
The molecule C26H30N4O5, computed with the ωB97M-V functional and the def2-TZVPD basis.

Computed properties:
SMILES string ... CCCCCn1c(=O)[nH]c2cc(C(=O)N3CCN(Cc4ccc5c(c4)OCO5)CC3)ccc2c1=O
HOMO ... -8.35 eV
Total charge ... 0
LUMO level ... 0.16 eV
Multiplicity ... 1
Orbital gap ... 0.313 Eh

Geometry as XYZ:
```
65
C26H30N4O5 (the ωB97M-V functional and the def2-TZVPD basis)
C -7.657 -0.715 -0.028
C -6.279 -1.164 0.443
C -5.509 -0.073 1.190
C -5.222 1.189 0.375
C -4.320 0.961 -0.838
N -3.017 0.425 -0.457
C -2.147 1.310 0.144
O -2.407 2.482 0.309
N -0.943 0.790 0.546
C -0.558 -0.515 0.365
C 0.687 -0.971 0.786
C 1.050 -2.291 0.569
C 2.412 -2.689 1.065
O 2.624 -2.863 2.248
N 3.381 -2.794 0.118
C 3.200 -2.412 -1.263
C 3.507 -0.924 -1.429
N 4.834 -0.613 -0.926
C 5.163 0.801 -1.103
C 4.163 1.732 -0.457
C 4.258 2.051 0.890
C 3.272 2.784 1.550
C 2.192 3.192 0.808
C 2.098 2.903 -0.556
C 3.063 2.175 -1.204
O 0.935 3.424 -1.052
C 0.351 4.150 0.015
O 1.080 3.888 1.201
C 5.033 -1.077 0.438
C 4.751 -2.578 0.536
C 0.162 -3.175 -0.044
C -1.073 -2.725 -0.460
C -1.441 -1.392 -0.272
C -2.746 -0.910 -0.735
O -3.544 -1.604 -1.328
H -7.583 0.045 -0.801
H -8.204 -1.560 -0.440
H -8.231 -0.308 0.803
H -6.398 -2.012 1.122
H -5.695 -1.514 -0.409
H -4.564 -0.495 1.544
H -6.083 0.221 2.072
H -6.157 1.621 0.018
H -4.745 1.927 1.023
H -4.764 0.245 -1.529
H -4.154 1.914 -1.347
H -0.315 1.432 1.011
H 1.365 -0.294 1.286
H 3.897 -3.005 -1.863
H 2.182 -2.622 -1.589
H 2.719 -0.355 -0.907
H 3.477 -0.659 -2.489
H 5.203 0.988 -2.179
H 6.160 0.959 -0.686
H 5.124 1.733 1.450
H 3.351 3.019 2.598
H 2.976 1.958 -2.256
H 0.398 5.229 -0.211
H -0.697 3.848 0.144
H 4.369 -0.563 1.154
H 6.070 -0.875 0.716
H 5.419 -3.142 -0.118
H 4.860 -2.918 1.566
H 0.447 -4.206 -0.185
H -1.780 -3.382 -0.941
```



2.
A structure of composition C22H32Cl2F3N6O5SSm, computed with the ωB97M-V functional and the def2-TZVPD basis.

Computed properties:
HOMO (alpha / beta) ... -6.96 / -6.97 eV
Total charge ... 0
LUMO level (alpha / beta) ... -0.73 / -0.73 eV
Multiplicity ... 6
Orbital gap (alpha / beta) ... 0.229 / 0.229 Eh

Geometry as XYZ:
```
72
C22H32Cl2F3N6O5SSm (the ωB97M-V functional and the def2-TZVPD basis)
Sm -0.199 -0.588 0.296
C -1.114 -2.998 -0.636
C -1.856 -2.218 -1.548
C -0.957 -1.667 -2.478
C 0.343 -2.071 -2.124
C 0.245 -2.910 -0.990
H -1.531 -3.659 0.103
H -2.931 -2.144 -1.570
H -1.227 -1.068 -3.336
H 1.235 -1.937 -2.717
H 1.047 -3.491 -0.566
N -0.093 0.479 2.998
N 0.356 1.804 2.941
C 0.754 2.302 1.709
O 1.488 3.298 1.670
O 0.314 1.643 0.696
H -0.982 0.441 3.471
H 0.578 -0.103 3.482
H 0.828 2.186 3.740
F -5.595 -2.305 4.190
C -4.880 -1.584 3.291
F -4.874 -0.316 3.736
F -5.580 -1.608 2.146
C -3.490 -2.142 3.142
C -3.130 -3.249 3.882
C -1.848 -3.775 3.769
C -0.976 -3.139 2.917
N -1.298 -2.060 2.205
C -2.550 -1.545 2.264
S -2.868 -0.205 1.234
H -3.851 -3.704 4.546
H -1.541 -4.649 4.325
H 0.039 -3.498 2.791
C -3.635 1.063 -1.723
N -2.714 1.974 -2.411
C -3.284 3.064 -3.200
C -1.393 1.856 -2.197
C -0.474 2.873 -2.833
O -0.903 0.949 -1.526
H -4.546 0.971 -2.312
H -3.889 1.434 -0.730
H -3.178 0.087 -1.610
H -4.323 2.827 -3.404
H -2.776 3.176 -4.157
H -3.257 4.020 -2.671
H -0.941 3.842 -2.999
H -0.117 2.488 -3.793
H 0.374 3.013 -2.164
N 4.612 1.722 -2.028
C 3.509 1.483 -3.031
C 2.562 0.440 -2.447
N 2.072 0.783 -1.131
C 3.138 1.130 -0.199
C 4.039 2.232 -0.719
H 5.331 2.332 -2.399
H 5.046 0.821 -1.823
H 3.956 1.159 -3.969
H 3.010 2.439 -3.173
H 3.091 -0.520 -2.383
H 1.725 0.304 -3.130
H 1.343 1.484 -1.118
H 3.751 0.241 -0.023
H 2.725 1.461 0.741
H 4.863 2.445 -0.039
H 3.488 3.147 -0.930
Cl 3.890 0.197 3.171
C 3.519 -1.523 2.815
Cl 2.410 -2.171 4.037
C 3.006 -1.594 1.355
O 3.890 -1.759 0.516
O 1.780 -1.341 1.163
H 4.445 -2.068 2.899
```



Energy above the lowest of the compared OMol25 structures with the same formula, charge and spin across the listed records, respectively: 20.1, 0.0 kcal per mole.